[1]
ORCA calculation (ωB97M-V with the def2-TZVPD basis set) on a molecular structure, C40H23ClIN10O7V.

Geometry (Å):
V 0.8820 0.3086 0.5314
C 1.4455 4.5721 1.0263
C 1.5738 3.2306 1.2216
N 1.1166 2.3219 0.3239
C 0.5668 2.8347 -0.8182
C 0.4234 4.2226 -0.9556
N 0.8404 5.1005 -0.0706
C 0.1399 1.8751 -1.8111
C -0.4963 2.2651 -2.9987
C -0.9507 1.3205 -3.8805
C -0.6959 -0.0254 -3.5819
C -0.0327 -0.3516 -2.4228
N 0.3527 0.5718 -1.5177
C 0.3348 -1.7758 -2.2101
C -0.5760 -2.8014 -2.4607
N -0.2288 -4.0817 -2.4057
C 1.0340 -4.3331 -2.0799
C 1.9377 -3.3141 -1.8102
N 1.5950 -2.0354 -1.8816
C -1.6674 1.7062 -5.1158
C -2.5376 2.7920 -5.1386
C -3.1856 3.1159 -6.3194
N -3.0325 2.4470 -7.4600
C -2.2026 1.4067 -7.4323
C -1.5092 0.9995 -6.3042
H 1.8246 5.2701 1.7610
H 2.0353 2.8383 2.1181
H -0.0602 4.6267 -1.8367
H -0.6362 3.3135 -3.2116
H -0.9954 -0.8133 -4.2580
H -1.6085 -2.5789 -2.7014
H 1.3358 -5.3728 -2.0222
H 2.9621 -3.5321 -1.5308
H -2.7362 3.3636 -4.2416
H -3.8706 3.9566 -6.3459
H -2.0794 0.8665 -8.3649
H -0.8361 0.1547 -6.3661
O 6.0525 0.1483 3.1934
C 5.1271 0.3696 4.1133
O 5.4042 0.5382 5.2791
C 3.7164 0.4007 3.6514
C 2.6291 0.5936 4.4886
N 1.5245 0.5425 3.7389
N 1.8187 0.3331 2.4593
C 3.1381 0.2415 2.3802
C 3.6997 0.0285 1.0133
O 4.9217 -0.1278 0.8814
O 2.8379 0.0387 0.0833
H 5.6537 0.0642 2.2700
H 2.5965 0.7508 5.5527
H 0.5139 0.7027 3.9450
Cl -0.1699 -7.1574 1.9222
C -0.0901 -5.4349 1.6354
C -1.1766 -4.7948 1.1212
C -1.1363 -3.4131 0.8666
I -2.8251 -2.4653 0.1163
C 0.0026 -2.6537 1.0938
O 0.0627 -1.4026 0.7959
C 1.1320 -3.3337 1.6999
N 2.2116 -2.5739 1.9996
C 3.2591 -3.1493 2.5274
C 3.3305 -4.5315 2.7997
C 2.2481 -5.3127 2.5173
C 1.0924 -4.7230 1.9574
H -2.0757 -5.3532 0.9003
H 4.1073 -2.5067 2.7488
H 4.2292 -4.9511 3.2315
H 2.2555 -6.3753 2.7185
O -2.2913 1.1557 -0.7942
C -2.3145 1.3391 0.4059
N -1.3086 1.0334 1.3133
C -1.7866 1.2900 2.5565
O -1.2498 1.0895 3.6490
C -3.1728 1.8660 2.4748
C -4.0421 2.3045 3.4505
C -5.2737 2.7983 3.0248
C -5.6047 2.8364 1.6726
C -4.7151 2.3813 0.7015
C -3.4991 1.9035 1.1401
H -3.7741 2.2629 4.4980
H -5.9892 3.1577 3.7541
H -6.5711 3.2256 1.3765
H -4.9614 2.3985 -0.3524

Output
- LUMO energy (alpha / beta): 0.0592 / 0.0510 hartree
- <S²>: 3.77
- Orbital gap (alpha / beta): 5.347 / 6.796 eV
- Calculated total energy: -4314.6000 Ha
- Charge: -1
- Spin multiplicity: 4
- HOMO energy (alpha / beta): -3.7 / -5.4 eV
- Relative energy (zero: lowest compared OMol25 entry of this formula, charge and spin): 22.8 kJ/mol

---

[2]
ORCA calculation (ωB97M-V with the def2-TZVPD basis set) on a molecular structure, C40H24ClI2N3O3S2W at a distorted geometry.

Geometry (Å):
W 0.1292 -0.5380 -0.4635
Cl -4.4588 -5.4966 -3.4870
C -3.1255 -4.6505 -2.8411
C -1.8092 -5.0902 -2.8631
C -0.7887 -4.2774 -2.3830
C -1.0301 -3.0879 -1.6782
O -0.0155 -2.5592 -1.0028
C -2.4019 -2.5800 -1.7217
C -2.6753 -1.3468 -1.0493
N -1.9524 -0.9184 -0.0294
C -2.5691 -0.4906 1.1603
C -3.9354 -0.4604 1.4201
C -4.3851 0.1132 2.6078
C -3.4711 0.5726 3.5641
C -2.0550 0.4941 3.3948
C -0.9915 0.8799 4.2891
C 0.2987 0.6434 3.9374
C 0.6274 0.0600 2.6832
N -0.3048 -0.1676 1.7521
C -1.6364 -0.0514 2.1183
C -3.4518 -3.4350 -2.2085
H -1.5947 -6.0604 -3.2750
H 0.2656 -4.5732 -2.3781
H -3.5468 -0.8266 -1.3871
H -4.6229 -0.8613 0.6933
H -5.4425 0.1924 2.8108
H -3.9042 0.9869 4.4505
H -1.1868 1.4002 5.2309
H 1.0616 0.8275 4.6798
H 1.6728 -0.0879 2.3744
H -4.4877 -3.1640 -2.0360
S 1.9754 -2.1925 -3.6175
C 1.8223 -0.6417 -3.1013
N 0.7723 -0.0813 -2.4613
C 0.4865 1.1548 -3.0005
C -0.8187 1.5559 -3.3376
C -0.9446 2.6355 -4.2003
C 0.1824 3.3527 -4.6113
C 1.4813 2.8630 -4.4032
C 1.6290 1.7603 -3.5865
S 3.0558 0.6773 -3.5192
H -1.6857 1.0419 -2.8772
H -1.9087 2.9220 -4.5267
H 0.0353 4.2667 -5.1573
H 2.3282 3.3176 -4.8875
I -0.6674 -3.5697 1.8240
C 1.3986 -3.0551 1.9895
C 1.8990 -3.5968 3.1828
C 3.2484 -3.8258 3.3172
C 4.1929 -3.3867 2.4346
C 3.7303 -2.5759 1.3603
C 4.7208 -1.9081 0.5710
C 4.3670 -0.9900 -0.3629
C 3.0053 -0.5987 -0.3666
C 1.9877 -1.3061 0.2183
C 2.3010 -2.3824 1.0981
H 1.2080 -3.9486 3.9757
H 3.6033 -4.3930 4.1673
H 5.2370 -3.6351 2.5330
H 5.7459 -2.1820 0.7822
H 5.0556 -0.5051 -1.0623
H 2.7881 0.2895 -0.8929
I -0.1585 8.2213 2.0490
C -0.0765 6.2768 1.2067
C -1.2899 5.5893 0.9852
C -1.2704 4.2917 0.5660
C -0.0068 3.6590 0.4639
C 1.2080 4.3084 0.7261
C 1.1690 5.6568 1.0791
C 0.0353 2.2494 -0.0100
O -1.0615 1.7185 -0.4237
O 1.1784 1.6185 -0.0023
H -2.2145 6.1665 1.1205
H -2.1491 3.6850 0.4263
H 2.1576 3.7686 0.6019
H 2.0347 6.2812 1.3663

Output
- LUMO energy (alpha / beta): -0.0666 / -0.0681 hartree
- <S²>: 2.02
- Orbital gap (alpha / beta): 5.415 / 5.620 eV
- Calculated total energy: -3847.7032 Ha
- Charge: 0
- Spin multiplicity: 3
- HOMO energy (alpha / beta): -7.2 / -7.5 eV
- Relative energy (zero: lowest compared OMol25 entry of this formula, charge and spin): 131.1 kJ/mol

---

[3]
ORCA calculation (ωB97M-V with the def2-TZVPD basis set) on a molecular structure, C40H26F5I2MoN5O2SSb.

Geometry (Å):
Mo -0.9205 0.3583 1.2114
I -3.9308 -2.9343 7.2381
C -3.1095 -2.4499 5.3868
C -1.9034 -3.0186 4.9998
C -1.3433 -2.6710 3.7785
I 0.4855 -3.4612 3.1758
C -1.9881 -1.7631 2.9487
O -1.4781 -1.3831 1.7652
C -3.2031 -1.2023 3.3395
C -3.8257 -0.2034 2.4082
N -2.9004 0.9409 2.1604
C -2.6099 1.7200 3.3885
C -1.4279 1.1614 4.1404
C -1.3699 1.1703 5.5217
C -0.2333 0.6867 6.1501
C 0.8156 0.2120 5.3795
C 0.6820 0.2242 4.0055
N -0.4158 0.6871 3.3965
C -3.7613 -1.5450 4.5605
H -1.3961 -3.7226 5.6445
H -4.0250 -0.6576 1.4360
H -4.7647 0.1695 2.8224
H -3.3409 1.5645 1.4865
H -2.3758 2.7401 3.0817
H -3.4861 1.7542 4.0388
H -2.2098 1.5387 6.0951
H -0.1721 0.6746 7.2301
H 1.7181 -0.1772 5.8278
H 1.4654 -0.1539 3.3614
H -4.7026 -1.1049 4.8657
O -0.7975 2.3209 1.0923
N -1.3501 3.5070 0.9722
C -0.9624 4.1154 -0.1001
C -1.3880 5.4575 -0.3564
N -1.7113 6.5334 -0.5896
C -0.1840 3.3627 -1.0497
N 0.2784 2.5555 -1.7195
S 1.3362 -0.1028 0.5775
Sb 1.9435 -0.0478 -1.6976
C 3.2233 -1.7054 -1.7048
C 4.4015 -1.6433 -2.4425
C 5.2387 -2.7501 -2.4847
C 4.8966 -3.9048 -1.7961
C 3.7214 -3.9616 -1.0584
C 2.8804 -2.8598 -1.0062
C 0.6250 -0.4543 -3.2852
C 0.6024 -1.7835 -3.7034
C -0.1754 -2.1426 -4.7942
C -0.9174 -1.1828 -5.4653
C -0.8787 0.1422 -5.0527
C -0.1093 0.5165 -3.9606
C 3.1775 1.5919 -2.0718
C 3.2697 2.0909 -3.3665
C 4.1319 3.1473 -3.6229
C 4.8851 3.6941 -2.5931
C 4.7867 3.1883 -1.3040
C 3.9311 2.1293 -1.0360
H 4.6749 -0.7405 -2.9769
H 6.1582 -2.7080 -3.0532
H 5.5518 -4.7651 -1.8318
H 3.4601 -4.8642 -0.5218
H 1.9678 -2.9004 -0.4209
H 1.1833 -2.5403 -3.1919
H -0.2055 -3.1762 -5.1116
H -1.5270 -1.4671 -6.3129
H -1.4507 0.8930 -5.5827
H -0.0880 1.5479 -3.6467
H 2.6754 1.6706 -4.1695
H 4.2124 3.5444 -4.6261
H 5.5535 4.5201 -2.7967
H 5.3772 3.6183 -0.5059
H 3.8499 1.7366 -0.0292
F -0.8918 -2.2060 -0.8108
C -1.7688 -1.2955 -1.2752
C -1.8703 -0.0435 -0.6771
C -2.7650 0.8096 -1.2980
F -2.9790 2.0436 -0.7676
C -3.5078 0.4885 -2.4179
F -4.3421 1.3689 -2.9693
C -3.3840 -0.7799 -2.9571
F -4.0928 -1.1231 -4.0254
C -2.5137 -1.6852 -2.3743
F -2.4058 -2.9149 -2.8755

Output
- LUMO energy (alpha / beta): -0.1406 / -0.1404 hartree
- <S²>: 2.02
- Orbital gap (alpha / beta): 6.824 / 7.012 eV
- Calculated total energy: -3765.2257 Ha
- Charge: +1
- Spin multiplicity: 3
- HOMO energy (alpha / beta): -10.7 / -10.8 eV
- Relative energy (zero: lowest compared OMol25 entry of this formula, charge and spin): 15.4 kJ/mol

---

[4]
ORCA calculation (ωB97M-V with the def2-TZVPD basis set) on 6 unconnected molecules or ions with the total composition C40H28F4O16 at a distorted geometry.

Geometry (Å):
C -4.7297 1.1684 0.7415
C -4.7609 0.0607 1.7842
O -5.6060 -1.0416 1.2086
C -5.8462 -0.7228 -0.0577
O -6.2152 -1.4550 -0.9944
O -5.4142 0.4775 -0.3753
F -5.2863 0.4800 2.9538
H -3.7009 1.4310 0.4947
H -5.2008 2.0496 1.1771
H -3.7877 -0.3987 1.9572
C -3.5215 -3.2210 2.5051
C -2.9202 -3.7592 1.2546
O -1.5394 -3.9654 1.6088
C -1.2484 -3.0166 2.5241
O -0.1478 -2.6820 2.9070
O -2.3983 -2.5630 3.0036
F -3.1314 -2.7883 0.3899
H -3.6632 -3.9751 3.2792
H -4.4568 -2.6716 2.3973
H -3.5636 -4.5914 0.9688
C 5.2366 -4.0833 -4.2705
C 4.4987 -3.9342 -5.6400
O 3.4040 -3.0553 -5.4335
C 3.2921 -2.8265 -4.0391
O 2.4861 -2.1333 -3.4199
O 4.2825 -3.5954 -3.4321
F 4.1204 -5.0441 -6.3075
H 6.1416 -3.4873 -4.1529
H 5.3910 -5.1379 -4.0422
H 5.1583 -3.4176 -6.3372
C 1.4349 -0.9295 -0.7380
C 1.6337 -0.8193 0.8079
O 0.6909 0.0271 1.3206
C -0.2191 0.4244 0.3286
O -1.1742 1.2069 0.5015
O 0.1762 -0.1733 -0.8569
F 2.7827 -0.2905 1.1340
H 1.2898 -1.9912 -0.9376
H 2.2555 -0.4319 -1.2549
H 1.6344 -1.8327 1.2092
C -2.0091 4.3022 -1.2527
C -2.2110 3.1836 -2.0585
C -3.2259 3.2661 -3.1048
C -3.9860 4.3806 -3.3853
C -3.6996 5.5583 -2.6486
C -2.7054 5.4981 -1.5976
C -4.3021 6.8787 -3.0785
O -4.0071 7.9286 -2.4063
C -5.1958 6.9112 -4.1989
C -5.8961 8.1539 -4.5369
C -6.8257 8.1123 -5.5668
C -7.0878 6.9509 -6.2293
C -6.4350 5.7379 -6.0191
C -5.4795 5.7127 -4.9843
C -4.9354 4.3829 -4.5273
O -5.1536 3.3135 -5.1374
H -1.4550 4.3194 -0.3258
H -1.6390 2.2979 -1.8243
H -3.5067 2.4398 -3.7411
H -2.5339 6.4307 -1.0807
H -5.6802 9.1423 -4.1591
H -7.3956 8.9618 -5.9129
H -7.8742 6.8563 -6.9635
H -6.7008 4.8188 -6.5200
C 3.9610 -5.7267 5.7496
C 5.3103 -6.1446 5.6431
C 6.2509 -5.3131 5.0811
C 5.9471 -4.0062 4.6835
C 4.6331 -3.5450 4.9470
C 3.6145 -4.4924 5.3382
C 4.0840 -2.1419 4.6555
O 2.9478 -1.7592 4.8045
C 5.0913 -1.2559 4.1531
C 4.7845 0.0720 3.8316
C 5.7570 0.9245 3.3527
C 7.1152 0.4810 3.2551
C 7.4261 -0.7930 3.5439
C 6.4332 -1.7371 4.0034
C 6.9369 -3.0895 4.2042
O 8.0811 -3.4540 3.9745
H 3.1810 -6.2537 6.2790
H 5.6239 -7.0733 6.0965
H 7.2241 -5.7448 4.9000
H 2.6292 -4.1341 5.5975
H 3.7442 0.3617 3.8204
H 5.5134 1.9339 3.0560
H 7.8290 1.1451 2.7906
H 8.4446 -1.0827 3.3317

Output
- LUMO energy (alpha / beta): -0.1975 / -0.3036 hartree
- <S²>: 0.78
- Orbital gap (alpha / beta): 5.232 / 2.345 eV
- Calculated total energy: -3144.0057 Ha
- Charge: +1
- Spin multiplicity: 2
- HOMO energy (alpha / beta): -10.6 / -10.6 eV

---

[5]
ORCA calculation (ωB97M-V with the def2-TZVPD basis set) on a molecular structure, C40H29BrN10O5PmSSe at a distorted geometry.

Geometry (Å):
Pm 0.4511 0.4781 0.9350
O -2.9787 -4.8149 3.7483
C -2.4822 -3.7975 3.0914
C -3.0832 -3.1748 1.9858
C -2.4458 -2.1193 1.3746
N -1.2592 -1.6177 1.7590
C -0.7031 -2.2380 2.8050
Br 1.0532 -1.5858 3.2758
C -1.2348 -3.2881 3.5047
H -3.8300 -5.1447 3.4204
H -4.0307 -3.5302 1.6095
H -2.8944 -1.6546 0.5081
H -0.7249 -3.7421 4.3389
O 2.0210 -6.7069 -3.2160
C 1.1505 -5.7824 -2.8472
O 0.0136 -5.7718 -3.2273
C 1.6236 -4.6660 -1.9396
C 2.9098 -4.1364 -1.9658
C 3.2194 -3.0132 -1.2193
C 2.2394 -2.3686 -0.4566
C 0.9584 -2.9330 -0.4088
C 0.6573 -4.0626 -1.1332
N 2.4106 -1.1642 0.2480
C 3.5900 -0.6982 0.4562
C 3.8520 0.5072 1.2229
C 5.1674 0.9762 1.2815
C 5.4636 2.0895 2.0486
C 4.4370 2.6508 2.7909
C 3.1619 2.1100 2.6925
N 2.8359 1.0922 1.8977
H 2.8983 -6.6651 -2.8135
H 3.6785 -4.5687 -2.5922
H 4.2259 -2.6337 -1.2783
H 0.1976 -2.4630 0.2053
H -0.3296 -4.4977 -1.1093
H 4.4847 -1.2118 0.1055
H 5.9457 0.4725 0.7309
H 6.4674 2.4821 2.0892
H 4.6164 3.4880 3.4424
H 2.3723 2.5133 3.3161
O -3.6898 -2.4994 -4.7519
N -4.2170 -1.5009 -4.3370
O -5.1906 -0.9541 -4.7767
C -3.6212 -0.8735 -3.1456
C -4.4592 -0.1987 -2.3186
C -3.9774 0.4487 -1.1493
C -4.8344 1.1366 -0.2726
C -4.2988 1.7083 0.8565
C -2.9256 1.5958 1.0867
N -2.0833 0.9709 0.2769
C -2.5964 0.3995 -0.8418
C -1.7001 -0.2746 -1.7519
N -0.3763 -0.2169 -1.4763
C 0.4663 -0.7336 -2.3590
C 0.0591 -1.4308 -3.4952
C -1.2850 -1.5518 -3.7624
C -2.2097 -0.9305 -2.9019
H -5.5151 -0.1555 -2.5435
H -5.8908 1.2004 -0.4860
H -4.9178 2.2342 1.5642
H -2.5015 2.0330 1.9842
H 1.5204 -0.5656 -2.1715
H 0.7927 -1.8608 -4.1566
H -1.6273 -2.1123 -4.6196
Se 0.6152 4.7077 1.7905
N 0.2377 4.8753 3.4541
C -0.1213 3.7086 3.9735
C -0.4901 3.4306 5.3052
C -0.7896 2.1234 5.5988
C -0.7177 1.1293 4.6041
N -0.3857 1.3441 3.3413
C -0.1021 2.6260 3.0288
N 0.2469 2.9707 1.7814
H -0.5264 4.2269 6.0319
H -1.0885 1.8382 6.5950
H -0.9541 0.1075 4.8707
S 1.9574 2.0593 -1.1656
C 1.3952 3.3289 -2.1417
N 1.8903 3.4276 -3.4021
C 1.5900 4.4333 -4.2459
C 0.7633 5.4477 -3.8486
C 0.2125 5.3946 -2.5574
C 0.5048 4.3374 -1.7311
H 2.5429 2.7071 -3.6985
H 2.0261 4.3938 -5.2324
H 0.5378 6.2644 -4.5150
H -0.4423 6.1847 -2.2211
H 0.0707 4.2555 -0.7441

Output
- LUMO energy (alpha / beta): -0.3332 / -0.3331 hartree
- <S²>: 6.00
- Orbital gap (alpha / beta): 6.461 / 6.471 eV
- Calculated total energy: -8446.7050 Ha
- Charge: +3
- Spin multiplicity: 5
- HOMO energy (alpha / beta): -15.5 / -15.5 eV
- Relative energy (zero: lowest compared OMol25 entry of this formula, charge and spin): 0.0 kJ/mol

---

[6]
ORCA calculation (ωB97M-V with the def2-TZVPD basis set) on a molecular structure, C40H29F5MoN2O2PS2 at a distorted geometry.

Geometry (Å):
Mo 0.5682 -0.0324 -0.0055
C 0.8008 -1.1011 4.2566
C 0.3979 -1.1361 2.8207
N 1.1841 -0.5689 1.9065
N 2.4246 -0.2628 2.3614
C 3.2369 0.3425 1.5788
S 2.7756 0.7861 -0.0549
S 4.8734 0.6717 2.0388
C 5.3502 -0.8628 2.9456
C 4.7906 -1.0052 4.3202
C 4.0328 -2.1235 4.6453
C 3.5767 -2.3057 5.9399
C 3.8646 -1.3696 6.9176
C 4.6013 -0.2411 6.5935
C 5.0668 -0.0605 5.3035
C -0.8235 -1.8136 2.4643
C -1.7264 -2.2744 3.4400
C -2.8340 -3.0193 3.0988
C -3.0694 -3.3623 1.7712
C -2.2188 -2.9077 0.7799
C -1.1217 -2.1146 1.1097
O -0.3733 -1.5455 0.1750
H 1.8680 -0.9269 4.3470
H 0.5465 -2.0233 4.7664
H 0.2859 -0.2723 4.7435
H 6.4388 -0.7774 2.9719
H 5.0629 -1.6960 2.3044
H 3.8153 -2.8651 3.8891
H 2.9942 -3.1813 6.1816
H 3.5184 -1.5221 7.9283
H 4.8199 0.4949 7.3520
H 5.6579 0.8088 5.0513
H -1.5621 -2.0138 4.4729
H -3.5145 -3.3420 3.8728
H -3.9261 -3.9633 1.5091
H -2.3928 -3.1331 -0.2638
O 0.1668 0.3589 -1.9601
P -0.8560 0.4943 -3.0751
C -1.0961 -1.1377 -3.8374
C -2.1431 -1.9901 -3.5055
C -2.2220 -3.2344 -4.1102
C -1.2746 -3.6150 -5.0486
C -0.2332 -2.7624 -5.3829
C -0.1406 -1.5253 -4.7739
C -2.4275 1.0445 -2.3445
C -2.8413 0.3835 -1.1899
C -4.0628 0.6878 -0.6166
C -4.8648 1.6676 -1.1813
C -4.4448 2.3441 -2.3155
C -3.2322 2.0275 -2.9061
C -0.1456 1.5445 -4.3549
C -0.7548 1.7050 -5.5962
C -0.0885 2.4084 -6.5831
C 1.1688 2.9430 -6.3399
C 1.7777 2.7686 -5.1085
C 1.1245 2.0586 -4.1176
H -2.9011 -1.6782 -2.7978
H -3.0290 -3.9073 -3.8550
H -1.3556 -4.5764 -5.5304
H 0.4999 -3.0597 -6.1177
H 0.6612 -0.8455 -5.0285
H -2.2008 -0.3735 -0.7479
H -4.3943 0.1525 0.2597
H -5.8179 1.9047 -0.7370
H -5.0662 3.1140 -2.7450
H -2.8973 2.5535 -3.7859
H -1.7202 1.2636 -5.8011
H -0.5408 2.5376 -7.5536
H 1.6839 3.4798 -7.1213
H 2.7668 3.1643 -4.9339
H 1.6020 1.8776 -3.1655
F 0.9361 2.9651 -1.1925
C 0.0771 3.0385 -0.1537
C -0.1804 1.8635 0.5585
C -1.0743 2.0339 1.6131
F -1.4051 0.9350 2.3319
C -1.6432 3.2448 1.9757
F -2.4600 3.3035 3.0271
C -1.3488 4.3866 1.2340
F -1.8946 5.5619 1.5406
C -0.4879 4.2717 0.1429
F -0.2098 5.3402 -0.6012

Output
- LUMO energy (alpha / beta): -0.1375 / -0.1380 hartree
- <S²>: 2.02
- Orbital gap (alpha / beta): 6.702 / 7.145 eV
- Calculated total energy: -3506.7548 Ha
- Charge: +1
- Spin multiplicity: 3
- HOMO energy (alpha / beta): -10.4 / -10.9 eV
- Relative energy (zero: lowest compared OMol25 entry of this formula, charge and spin): 104.4 kJ/mol

---

Look up the charge of the fourth one.
+1